1.
Below is a structure of composition C40H52FN6O4S2V at a distorted geometry, with properties calculated with wB97M-V/def2-TZVPD.

```
! RIJCOSX wB97M-V def2-TZVPD def2/J DEFGRID3
* xyz 1 2
V 2.301 -1.663 -0.837
F -0.251 4.509 -0.729
C -1.007 3.374 -0.793
C -0.315 2.180 -0.801
C -0.969 0.943 -0.903
C -0.227 -0.309 -0.950
O 1.036 -0.340 -0.814
C -1.060 -1.471 -1.144
C -2.406 -1.356 -1.232
N -3.091 -0.185 -1.114
C -4.523 -0.195 -1.134
C -5.280 -0.004 0.156
C -5.264 -1.342 -0.515
C -2.385 0.989 -0.972
C -3.058 2.204 -0.893
C -2.397 3.441 -0.822
N -3.166 4.631 -0.701
C -2.474 5.907 -0.604
C -3.502 7.008 -0.291
N -4.651 6.353 0.377
C -5.406 5.534 -0.609
C -4.378 4.786 -1.483
C -0.550 -2.911 -1.178
O -1.387 -3.809 -1.112
O 0.692 -3.083 -1.258
H 0.759 2.200 -0.738
H -2.984 -2.254 -1.392
H -4.944 0.250 -2.035
H -6.186 0.584 0.144
H -4.698 0.111 1.058
H -6.158 -1.692 -1.010
H -4.693 -2.128 -0.046
H -4.134 2.184 -0.884
H -1.935 6.169 -1.524
H -1.747 5.844 0.206
H -3.867 7.502 -1.193
H -3.063 7.763 0.361
H -5.265 7.026 0.845
H -4.256 5.708 1.075
H -6.035 6.186 -1.216
H -6.046 4.839 -0.065
H -4.188 5.349 -2.409
H -4.773 3.816 -1.772
C -2.094 -2.961 4.328
C -1.806 -1.653 3.576
C -2.404 -0.457 4.332
C -2.473 -1.724 2.199
C -0.296 -1.492 3.485
C 0.435 -1.385 4.673
C 1.810 -1.270 4.684
C 2.476 -1.251 3.476
S 4.189 -1.129 3.185
C 3.856 -1.248 1.465
N 2.573 -1.367 1.151
C 1.775 -1.361 2.259
C 0.383 -1.483 2.278
C 4.840 -1.291 0.449
C 6.212 -1.251 0.735
C 7.119 -1.380 -0.286
C 6.652 -1.574 -1.582
C 5.291 -1.589 -1.854
C 4.326 -1.433 -0.862
H -3.163 -3.121 4.437
H -1.653 -2.957 5.321
H -1.675 -3.799 3.776
H -3.489 -0.539 4.369
H -2.143 0.473 3.828
H -2.040 -0.399 5.353
H -3.552 -1.811 2.321
H -2.125 -2.590 1.642
H -2.261 -0.824 1.625
H -0.074 -1.393 5.622
H 2.353 -1.205 5.612
H -0.123 -1.587 1.332
H 6.535 -1.119 1.758
H 8.177 -1.339 -0.085
H 7.366 -1.711 -2.382
H 5.011 -1.741 -2.892
N 2.288 -1.831 -3.045
C 1.707 -0.948 -4.052
C 2.600 0.233 -4.452
C 2.584 1.454 -3.517
C 3.786 1.591 -2.570
N 3.448 1.205 -1.211
H 3.206 -2.141 -3.356
H 1.703 -2.665 -2.975
H 0.751 -0.574 -3.669
H 1.493 -1.521 -4.972
H 2.243 0.560 -5.432
H 3.622 -0.126 -4.590
H 1.674 1.429 -2.917
H 2.545 2.351 -4.139
H 4.151 2.631 -2.615
H 4.596 0.940 -2.900
H 2.833 1.893 -0.788
H 4.288 1.149 -0.647
C 1.466 -4.792 0.977
S 2.930 -4.939 -0.117
C 4.142 -4.913 1.274
O 3.174 -3.643 -0.799
H 1.457 -5.660 1.627
H 0.569 -4.777 0.365
H 1.535 -3.877 1.560
H 4.023 -5.806 1.875
H 3.975 -4.018 1.866
H 5.139 -4.890 0.844
*
```

E_HOMO (alpha / beta), eV: -6.467 / -6.756
Calculated total energy, Ha: -4024.93516
Expectation value of S²: 1.229

Mulliken atomic charge list, values in e, 5 entries: number 1, V, carries -1.016; number 2, F, carries -0.390; number 3, C, carries 0.070; number 4, C, carries -0.544; number 5, C, carries 0.566


2.
Below is a cluster of 2 separate species, C5H17N2O2 in total at a distorted geometry, with properties calculated with wB97M-V/def2-TZVPD.

```
! RIJCOSX wB97M-V def2-TZVPD def2/J DEFGRID3
* xyz 1 1
N -0.170 -1.412 -0.763
C -1.299 -0.470 -0.878
C -2.528 -1.328 -0.904
C -1.301 0.687 0.368
N -0.458 1.819 -0.173
C 0.756 2.165 0.644
C 1.927 1.089 0.641
O 1.791 0.217 -0.485
H -0.145 -1.901 -1.655
H 0.736 -0.875 -0.615
H -0.202 -2.072 -0.007
H -1.075 0.215 -1.789
H -2.657 -1.753 -1.883
H -2.417 -2.052 -0.221
H -3.573 -0.949 -0.864
H -0.785 0.130 1.242
H -2.383 0.925 0.501
H -1.058 2.666 -0.184
H 0.729 2.392 1.678
H 1.189 3.092 0.143
H 2.880 1.566 0.364
H 1.963 0.687 1.551
H 1.552 0.788 -1.242
H 2.171 -1.289 2.050
H 2.341 -2.619 1.286
O 2.016 -1.719 1.197
*
```

E_HOMO, eV: -13.131
Calculated total energy, Ha: -460.38844
Energy above the lowest of the compared OMol25 structures with the same formula, charge and spin, eV: 2.822

Mulliken atomic charge list, values in e, 5 entries: number 1, N, carries -0.118; number 2, C, carries 0.027; number 3, C, carries -1.605; number 4, C, carries -0.573; number 5, N, carries -0.246


3.
Below is a cluster of 2 separate species, C19H36N3O5 in total at a distorted geometry, with properties calculated with wB97M-V/def2-TZVPD.

```
! RIJCOSX wB97M-V def2-TZVPD def2/J DEFGRID3
* xyz 1 1
C -2.656 -5.734 1.105
C -1.143 -5.763 0.848
O -0.423 -5.822 1.752
O -0.694 -5.766 -0.439
C -0.782 -4.481 -1.062
C 0.589 -3.749 -0.959
C 1.331 -3.807 -2.301
C 2.870 -3.835 -2.190
C 3.490 -2.748 -1.294
C 3.670 -1.343 -2.003
C 2.821 -0.360 -1.292
N 3.140 0.502 -0.407
C 1.967 1.280 0.122
C 2.262 1.284 1.683
O 1.599 2.350 2.322
N 1.656 2.150 3.743
O 2.315 2.970 4.214
N 1.863 2.609 -0.346
C 0.748 3.063 -0.796
C -0.514 3.265 -0.013
C 0.677 3.516 -2.246
C 0.871 0.251 -0.179
C 1.336 -0.269 -1.572
H -3.057 -6.746 1.105
H -2.832 -5.193 2.032
H -3.110 -5.148 0.296
H -1.559 -3.911 -0.534
H -1.115 -4.547 -2.101
H 1.120 -4.265 -0.153
H 0.364 -2.734 -0.613
H 1.028 -3.011 -2.995
H 1.025 -4.734 -2.799
H 3.283 -3.741 -3.199
H 3.138 -4.800 -1.750
H 2.909 -2.601 -0.374
H 4.479 -3.068 -0.962
H 3.432 -1.412 -3.065
H 4.717 -1.041 -1.895
H 4.108 0.602 -0.110
H 1.949 0.312 2.085
H 3.346 1.420 1.832
H -0.944 4.263 -0.119
H -1.260 2.566 -0.421
H -0.430 3.043 1.051
H 1.031 4.559 -2.244
H 1.348 2.946 -2.886
H -0.358 3.553 -2.592
H 1.010 -0.634 0.461
H -0.174 0.491 0.000
H 1.133 0.559 -2.269
H 0.818 -1.126 -1.990
C -5.139 5.599 1.876
C -4.330 4.338 1.616
C -4.152 3.523 2.887
O -3.047 4.689 1.085
H -4.630 6.241 2.600
H -5.252 6.178 0.959
H -6.130 5.360 2.262
H -4.830 3.733 0.858
H -3.611 4.099 3.643
H -3.563 2.625 2.687
H -5.114 3.222 3.302
H -2.594 5.228 1.746
*
```

E_HOMO, eV: -11.727
Calculated total energy, Ha: -1285.60729
Energy above the lowest of the compared OMol25 structures with the same formula, charge and spin, eV: 3.775

Mulliken atomic charge list, values in e, 5 entries: number 1, C, carries -0.843; number 2, C, carries 0.605; number 3, O, carries -0.463; number 4, O, carries -0.360; number 5, C, carries -1.031


4.
Below is a structure of composition C5H6O, with properties calculated with wB97M-V/def2-TZVPD.

```
! RIJCOSX wB97M-V def2-TZVPD def2/J DEFGRID3
* xyz 0 1
C -0.544 -0.154 1.809
C -0.161 -0.038 0.360
C 1.055 -0.396 -0.438
C 0.336 -0.094 -1.757
C -0.564 0.620 -0.751
O 2.234 -0.368 -0.189
H -0.332 -1.159 2.192
H -1.610 0.032 1.971
H 0.015 0.541 2.446
H -0.202 -0.906 -2.258
H 0.968 0.439 -2.472
H -1.196 1.483 -0.914
*
```

E_HOMO, eV: -9.419
Calculated total energy, Ha: -269.29313
Energy above the lowest of the compared OMol25 structures with the same formula, charge and spin, eV: 1.445

Mulliken atomic charge list, values in e, 5 entries: number 1, C, carries -1.093; number 2, C, carries 0.472; number 3, C, carries 0.432; number 4, C, carries -0.468; number 5, C, carries -0.485


5.
Below is a structure of composition C11H19Ag2F2O5 at a distorted geometry, with properties calculated with wB97M-V/def2-TZVPD.

```
! RIJCOSX wB97M-V def2-TZVPD def2/J DEFGRID3
* xyz 1 3
Ag -2.788 1.743 3.101
Ag -1.003 -2.549 3.897
F -1.396 -0.551 1.619
F -1.521 0.096 5.398
C 1.693 4.456 4.815
C 1.245 3.870 3.419
C 2.012 2.575 3.102
O -0.188 3.881 3.247
H 1.483 5.515 4.964
H 2.775 4.358 4.895
H 1.310 3.960 5.707
H 1.596 4.565 2.656
H 2.188 2.380 2.044
H 1.514 1.700 3.519
H 2.998 2.658 3.560
O -1.424 -4.596 0.892
C -1.423 -4.870 -0.295
O -0.584 -5.751 -0.910
C -0.792 -5.631 -2.305
C -2.129 -4.986 -2.531
C -2.143 -4.052 -1.341
H -0.824 -6.617 -2.768
H -0.007 -5.130 -2.870
H -2.870 -5.784 -2.480
H -2.259 -4.488 -3.492
H -3.142 -3.779 -1.002
H -1.539 -3.177 -1.578
O 0.508 2.961 -5.312
C 0.429 2.354 -4.221
O -0.377 2.844 -3.218
C -0.247 2.018 -2.059
C 1.086 1.366 -2.121
C 1.132 1.145 -3.734
H -1.043 1.282 -1.948
H -0.169 2.614 -1.149
H 1.248 0.474 -1.515
H 1.972 1.922 -1.814
H 0.557 0.265 -4.023
H 2.122 0.960 -4.152
*
```

E_HOMO (alpha / beta), eV: -11.885 / -11.885
Calculated total energy, Ha: -1299.81548
Expectation value of S²: 2.057

Mulliken atomic charge list, values in e, 5 entries: number 1, Ag, carries 0.918; number 2, Ag, carries 0.929; number 3, F, carries -0.488; number 4, F, carries -0.377; number 5, C, carries -1.224


Which of these has the highest calculated total energy?
C5H6O


Copy entry 5 word for word.
Below is a structure of composition C11H19Ag2F2O5 at a distorted geometry, with properties calculated with wB97M-V/def2-TZVPD.

```
! RIJCOSX wB97M-V def2-TZVPD def2/J DEFGRID3
* xyz 1 3
Ag -2.788 1.743 3.101
Ag -1.003 -2.549 3.897
F -1.396 -0.551 1.619
F -1.521 0.096 5.398
C 1.693 4.456 4.815
C 1.245 3.870 3.419
C 2.012 2.575 3.102
O -0.188 3.881 3.247
H 1.483 5.515 4.964
H 2.775 4.358 4.895
H 1.310 3.960 5.707
H 1.596 4.565 2.656
H 2.188 2.380 2.044
H 1.514 1.700 3.519
H 2.998 2.658 3.560
O -1.424 -4.596 0.892
C -1.423 -4.870 -0.295
O -0.584 -5.751 -0.910
C -0.792 -5.631 -2.305
C -2.129 -4.986 -2.531
C -2.143 -4.052 -1.341
H -0.824 -6.617 -2.768
H -0.007 -5.130 -2.870
H -2.870 -5.784 -2.480
H -2.259 -4.488 -3.492
H -3.142 -3.779 -1.002
H -1.539 -3.177 -1.578
O 0.508 2.961 -5.312
C 0.429 2.354 -4.221
O -0.377 2.844 -3.218
C -0.247 2.018 -2.059
C 1.086 1.366 -2.121
C 1.132 1.145 -3.734
H -1.043 1.282 -1.948
H -0.169 2.614 -1.149
H 1.248 0.474 -1.515
H 1.972 1.922 -1.814
H 0.557 0.265 -4.023
H 2.122 0.960 -4.152
*
```

E_HOMO (alpha / beta), eV: -11.885 / -11.885
Calculated total energy, Ha: -1299.81548
Expectation value of S²: 2.057

Mulliken atomic charge list, values in e, 5 entries: number 1, Ag, carries 0.918; number 2, Ag, carries 0.929; number 3, F, carries -0.488; number 4, F, carries -0.377; number 5, C, carries -1.224


Which value of calculated total energy does entry 2 give?
-460.38844 Ha